{"formula": "C2H4OS2", "method": "ωB97M-V/def2-TZVPD", "symbols": ["S", "S", "O", "C", "C", "H", "H", "H", "H"], "positions_angstrom": [[-0.924, -0.183, -2.294], [-0.443, -0.765, -0.346], [0.089, -2.089, -0.541], [0.652, 1.019, 1.502], [0.839, 0.271, 0.325], [-1.818, -1.032, 0.100], [-0.289, 1.293, 2.057], [1.508, 1.446, 1.862], [0.385, 0.041, -2.664]], "nbo_charge": [-0.178, 1.352, -0.918, -0.432, -0.441, 0.037, 0.198, 0.202, 0.181], "gap_ev": 8.9, "relative_energy_kcal_mol": 118.2, "multiplicity": 1, "lumo_ev": -0.3, "smiles": "C=C=[S@H](=O)S"}

=====

{"formula": "C2H4OS2", "method": "ωB97M-V/def2-TZVPD", "symbols": ["S", "S", "O", "C", "C", "H", "H", "H", "H"], "positions_angstrom": [[1.416, 0.721, -0.982], [0.021, 3.075, -2.294], [-1.373, 3.262, -2.777], [0.407, -0.287, 0.172], [0.138, 1.547, -1.809], [-0.706, -0.078, -0.103], [0.428, 0.104, 1.258], [0.687, -1.349, 0.226], [-1.030, 0.859, -1.974]], "nbo_charge": [0.308, 1.147, -0.915, -0.755, -0.759, 0.239, 0.232, 0.237, 0.265], "gap_ev": 8.3, "relative_energy_kcal_mol": 55.1, "multiplicity": 1, "lumo_ev": -0.3}

=====

{"formula": "C2H4OS2", "method": "ωB97M-V/def2-TZVPD", "symbols": ["S", "S", "O", "C", "C", "H", "H", "H", "H"], "positions_angstrom": [[2.740, -0.161, -0.410], [-1.745, -0.010, -0.535], [0.656, 1.637, -0.297], [0.037, -0.593, -0.010], [1.183, 0.446, -0.031], [-2.594, -0.108, 0.771], [-0.176, -1.126, 1.252], [-0.532, 1.608, 0.192], [0.430, -1.692, -0.932]], "nbo_charge": [-0.105, -0.051, -0.653, -0.643, 0.205, 0.180, 0.280, 0.476, 0.312], "gap_ev": 8.3, "relative_energy_kcal_mol": 112.9, "multiplicity": 1, "lumo_ev": -0.4}

=====

{"formula": "C2H4OS3", "method": "ωB97M-V/def2-TZVPD", "symbols": ["S", "S", "S", "O", "C", "C", "H", "H", "H", "H"], "positions_angstrom": [[1.338, -1.431, -1.348], [-1.740, -0.357, -0.474], [-2.521, 0.586, 0.989], [-2.133, -1.760, -0.555], [0.689, -0.590, -0.084], [0.943, 0.914, 0.115], [1.364, 0.928, 1.127], [-0.083, 1.442, 0.077], [1.737, 1.288, -0.660], [0.406, -1.019, 0.812]], "nbo_charge": [0.100, 1.099, -0.253, -0.814, -0.335, -0.688, 0.230, 0.234, 0.241, 0.186], "gap_ev": 6.6, "relative_energy_kcal_mol": 59.0, "multiplicity": 1, "lumo_ev": -2.5}

=====

{"formula": "C2H4OSi", "method": "ωB97M-V/def2-TZVPD", "symbols": ["Si", "O", "C", "C", "H", "H", "H", "H"], "positions_angstrom": [[0.369, -1.072, -1.069], [0.056, 0.501, -0.932], [-0.616, 1.721, 1.849], [-0.364, 1.243, 0.792], [1.744, -1.160, -1.573], [-0.589, -1.585, -2.050], [0.239, -1.789, 0.195], [-0.839, 2.141, 2.788]], "nbo_charge": [1.239, -0.841, -0.354, 0.312, -0.204, -0.202, -0.199, 0.250], "gap_ev": 9.3, "relative_energy_kcal_mol": 87.8, "multiplicity": 1, "lumo_ev": -1.7}

=====

{"formula": "C2H4P2", "method": "ωB97M-V/def2-TZVPD", "symbols": ["P", "P", "C", "C", "H", "H", "H", "H"], "positions_angstrom": [[-1.289, -0.077, 0.364], [1.282, 0.565, -0.756], [-0.342, 0.945, -0.887], [0.658, -0.942, 0.247], [-1.138, 0.695, 1.518], [0.374, -1.788, -0.199], [-0.738, 1.778, -1.478], [1.193, -1.176, 1.190]], "nbo_charge": [0.462, 0.703, -0.918, -0.857, -0.035, 0.205, 0.221, 0.219], "gap_ev": 8.3, "relative_energy_kcal_mol": 27.0, "multiplicity": 1, "lumo_ev": 0.0}

=====

{"formula": "C2H4P2", "method": "ωB97M-V/def2-TZVPD", "symbols": ["P", "P", "C", "C", "H", "H", "H", "H"], "positions_angstrom": [[-1.590, -0.165, -0.071], [1.018, 0.635, 0.232], [-0.046, -0.864, 0.593], [-0.671, 1.191, -0.305], [-0.801, 2.258, -0.741], [1.364, 0.165, -0.917], [0.182, -1.322, 1.445], [0.544, -1.899, -0.236]], "nbo_charge": [0.737, 0.569, -0.968, -0.930, 0.244, -0.062, 0.216, 0.194], "gap_ev": 8.9, "relative_energy_kcal_mol": 50.1, "multiplicity": 1, "lumo_ev": 0.2}

=====

{"formula": "C2H4P2S", "method": "ωB97M-V/def2-TZVPD", "symbols": ["S", "P", "P", "C", "C", "H", "H", "H", "H"], "positions_angstrom": [[-1.330, -1.627, -0.290], [-2.413, 0.096, 0.043], [-0.995, 1.616, 0.263], [0.600, -0.653, 0.390], [0.524, 0.601, -0.374], [1.290, 1.178, 0.020], [0.368, 0.643, -1.485], [0.476, -0.579, 1.376], [1.479, -1.274, 0.058]], "nbo_charge": [-0.224, 0.176, 0.132, -0.258, -0.725, 0.236, 0.256, 0.188, 0.219], "gap_ev": 7.6, "relative_energy_kcal_mol": 31.2, "multiplicity": 1, "lumo_ev": -0.7}

=====

{"formula": "C2H4P2S", "method": "ωB97M-V/def2-TZVPD", "symbols": ["S", "P", "P", "C", "C", "H", "H", "H", "H"], "positions_angstrom": [[3.289, 0.128, 0.259], [1.359, 0.265, 0.213], [0.173, 3.237, -0.107], [0.255, -0.995, -0.321], [0.670, 1.698, -0.185], [-0.651, -0.930, 0.185], [0.273, -0.909, -1.415], [0.418, -2.059, 0.016], [0.125, 3.097, 1.202]], "nbo_charge": [-0.482, 1.130, 0.574, -1.002, -0.980, 0.262, 0.270, 0.272, -0.044], "gap_ev": 7.6, "relative_energy_kcal_mol": 61.1, "multiplicity": 1, "lumo_ev": -0.5, "smiles": "CP(=S)=C=P"}

=====

{"formula": "C2H4S", "method": "ωB97M-V/def2-TZVPD", "symbols": ["S", "C", "C", "H", "H", "H", "H"], "positions_angstrom": [[-1.093, -0.106, -0.001], [0.334, 0.457, -0.013], [1.573, -0.216, -0.011], [1.629, -0.652, 1.045], [1.470, -1.109, -0.672], [2.382, 0.452, -0.259], [0.565, 1.564, 0.047]], "nbo_charge": [0.092, -0.295, -0.696, 0.256, 0.240, 0.225, 0.178], "gap_ev": 8.8, "relative_energy_kcal_mol": 12.6, "multiplicity": 1, "lumo_ev": 0.1, "smiles": "CC=S"}

=====

{"formula": "C2H4S", "method": "ωB97M-V/def2-TZVPD", "symbols": ["S", "C", "C", "H", "H", "H", "H"], "positions_angstrom": [[-1.537, 0.000, 0.001], [0.064, 0.806, -0.001], [0.065, -0.807, -0.001], [0.351, -1.296, -0.918], [0.353, 1.288, 0.919], [0.349, 1.296, -0.918], [0.354, -1.288, 0.919]], "nbo_charge": [0.489, -0.705, -0.705, 0.230, 0.230, 0.230, 0.230], "gap_ev": [5.4, 8.2], "relative_energy_kcal_mol": 40.0, "multiplicity": 3, "lumo_ev": [1.1, -2.5]}

=====

{"formula": "C2H4S2", "method": "ωB97M-V/def2-TZVPD", "symbols": ["S", "S", "C", "C", "H", "H", "H", "H"], "positions_angstrom": [[-1.828, 1.296, 0.081], [-1.748, -1.235, 0.057], [0.791, -0.025, 0.331], [-0.544, -0.029, -0.448], [0.954, 0.637, 1.215], [1.122, -1.012, 0.638], [-0.259, 0.161, -1.544], [1.511, 0.205, -0.330]], "nbo_charge": [0.057, 0.164, -0.643, -0.470, 0.231, 0.220, 0.234, 0.207], "gap_ev": 7.2, "relative_energy_kcal_mol": 40.4, "multiplicity": 1, "lumo_ev": -2.0, "smiles": "CC1SS1"}

=====

Which F_max belongs to each record? In order, 5.0; 4.5; 5.6; 4.6; 7.6; 5.5; 6.7; 6.7; 3.0; 4.7; 2.9; 4.1 eV Å⁻¹.